Record 1
Formula: C11H12IrN2P
Source: the OMol25 dataset
Level of theory: ωB97M-V/def2-TZVPD

## Properties
Calculated total energy: -26694.554 eV
HOMO energy (spin up / spin down): -8.79 / -12.81 eV
ΔE to the lowest compared entry with this formula, charge and spin: 0.0 kcal/mol
Kohn-Sham gap (spin up / spin down): 5.05 / 5.43 eV
Maximum force: 3.679 eV/A

```
! RIJCOSX wB97M-V def2-TZVPD def2/J DEFGRID3
* xyz 1 6
C 0.180 0.031 -2.887
C -0.881 -0.907 -3.271
C -0.525 -2.216 -2.915
C 0.770 -2.228 -2.347
C 1.282 -0.857 -2.229
Ir 0.425 0.561 -0.992
P -0.618 2.497 -1.189
H 0.479 0.923 -3.449
H -1.782 -0.575 -3.770
H -1.123 -3.106 -3.114
H 2.341 -0.585 -2.303
H 1.343 -3.088 -2.045
H -1.797 2.569 -0.363
H -1.123 2.783 -2.500
H 0.045 3.731 -0.893
N -0.181 -0.439 6.269
C -0.079 -0.312 5.111
C 0.023 -0.107 3.686
C -0.359 -1.102 2.781
C -0.233 -0.854 1.419
N 0.220 0.342 0.978
C 0.583 1.319 1.823
C 0.480 1.116 3.200
H -0.737 -2.063 3.112
H -0.462 -1.593 0.645
H 0.963 2.240 1.371
H 0.767 1.921 3.873
*
```


Record 2
Formula: C3H2FO3Sc
Source: the OMol25 dataset
Level of theory: ωB97M-V/def2-TZVPD

## Properties
Calculated total energy: -32684.933 eV
HOMO energy: -18.44 eV
ΔE to the lowest compared entry with this formula, charge and spin: 0.0 kcal/mol
Kohn-Sham gap: 6.78 eV
Maximum force: 4.647 eV/A

```
! RIJCOSX wB97M-V def2-TZVPD def2/J DEFGRID3
* xyz 2 1
O 0.548 -1.940 0.375
C 1.048 -1.662 -0.811
C 1.190 -0.405 -1.259
H 1.463 -2.478 -1.416
H 1.588 0.017 -2.174
F 0.883 0.582 -0.283
Sc -0.071 -0.349 1.350
O -2.902 2.975 1.174
O -1.507 1.195 1.662
C -2.240 2.065 1.382
*
```


Record 3
Formula: H18O9
Source: the OMol25 dataset
Level of theory: ωB97M-V/def2-TZVPD

## Properties
Calculated total energy: -18715.816 eV
HOMO energy: -9.11 eV
ΔE to the lowest compared entry with this formula, charge and spin: 145.7 kcal/mol
Kohn-Sham gap: 8.59 eV
SMILES string: O.O.O.O.O.O.O.O.O
Maximum force: 6.700 eV/A

```
! RIJCOSX wB97M-V def2-TZVPD def2/J DEFGRID3
* xyz 0 1
H -0.762 -0.297 0.152
H -0.067 0.905 0.700
H -0.498 -2.873 -3.457
H -0.454 -3.110 -4.979
H -3.820 -1.171 1.026
H -3.083 -0.837 -0.193
H 2.102 -1.365 0.746
H 3.299 -2.301 0.690
H 2.229 1.742 4.663
H 0.965 0.891 4.179
H -1.672 1.264 -3.024
H -2.078 0.047 -2.254
H 1.566 2.954 0.612
H 0.103 3.219 0.306
H 1.926 4.006 2.014
H 1.348 5.416 2.159
H -0.472 -3.774 0.621
H -1.705 -4.725 0.333
O -0.144 0.375 -0.109
O -0.070 -2.630 -4.200
O -3.427 -1.681 0.297
O 2.613 -2.001 0.126
O 1.961 0.863 4.374
O -2.519 0.789 -2.791
O 0.992 3.635 0.232
O 1.742 4.783 1.563
O -1.013 -4.132 -0.029
*
```


Record 4
Formula: C25H62Cl2N8O7P3
Source: the OMol25 dataset
Level of theory: ωB97M-V/def2-TZVPD

## Properties
Calculated total energy: -106092.365 eV
HOMO energy: -5.35 eV
Kohn-Sham gap: 7.06 eV
Maximum force: 5.466 eV/A

```
! RIJCOSX wB97M-V def2-TZVPD def2/J DEFGRID3
* xyz -1 1
C -3.729 -8.086 -2.662
O -2.947 -9.122 -3.220
C -2.349 -8.755 -4.457
C -1.261 -7.708 -4.300
C -0.537 -7.371 -5.609
C -1.001 -6.088 -6.357
C -2.421 -5.593 -6.067
C -2.674 -4.584 -4.918
C -1.583 -3.559 -4.484
C -0.738 -4.245 -3.381
O 0.366 -4.970 -3.947
O 1.368 -5.068 -2.918
C -2.415 -2.448 -3.741
O -2.897 -1.580 -4.507
O -2.561 -2.559 -2.520
N -0.764 -2.971 -5.589
P -1.749 -2.571 -6.974
N -1.316 -3.251 -8.322
C -0.009 -1.748 -5.267
Cl 0.964 -1.382 -6.778
C 0.989 -1.830 -4.098
C 2.318 -1.088 -4.284
Cl 0.248 -1.102 -2.628
H -4.542 -8.507 -2.074
H -4.103 -7.410 -3.437
H -3.118 -7.469 -1.993
H -3.156 -8.429 -5.127
H -1.951 -9.683 -4.871
H -1.656 -6.828 -3.795
H -0.531 -8.143 -3.611
H -0.673 -8.218 -6.291
H 0.533 -7.294 -5.425
H -0.238 -5.327 -6.225
H -0.976 -6.346 -7.419
H -3.055 -6.466 -5.890
H -2.805 -5.162 -6.992
H -3.000 -5.123 -4.031
H -3.549 -3.997 -5.199
H -1.352 -4.912 -2.780
H -0.331 -3.515 -2.690
H 2.177 -4.860 -3.404
H -3.070 -2.915 -6.703
H -1.786 -1.170 -7.037
H -0.490 -3.817 -8.160
H -0.622 -0.855 -5.142
H 1.266 -2.848 -3.851
H 2.179 -0.064 -4.620
H 2.759 -1.024 -3.287
H 3.017 -1.654 -4.894
O 2.929 0.679 3.047
P 1.472 1.013 3.014
N 0.916 -0.061 4.231
C -0.185 -0.992 4.168
C 1.646 -0.073 5.487
N 1.100 0.585 1.392
C 0.296 -0.581 1.063
C 2.211 0.723 0.453
N 0.089 1.981 3.116
C -0.566 2.298 4.376
C -0.417 2.769 1.990
H -0.798 -0.938 5.078
H 0.167 -2.024 4.061
H -0.863 -0.773 3.348
H 1.502 0.853 6.062
H 2.718 -0.198 5.326
H 1.311 -0.900 6.114
H 0.700 -1.510 1.485
H 0.252 -0.693 -0.018
H -0.740 -0.456 1.384
H 2.892 -0.136 0.476
H 2.793 1.618 0.667
H 1.812 0.826 -0.559
H -1.480 1.708 4.487
H -0.836 3.355 4.423
H 0.075 2.102 5.231
H -1.253 2.252 1.514
H 0.347 2.945 1.241
H -0.766 3.749 2.328
O 3.524 6.910 5.329
P 2.124 7.204 4.930
N 1.615 8.338 6.086
C 0.376 8.372 6.828
C 2.541 9.414 6.407
N 1.409 5.638 5.071
C 0.393 5.345 6.063
C 2.348 4.525 4.938
N 1.058 7.663 3.721
C 0.734 9.061 3.455
C 0.570 6.743 2.693
H -0.048 9.384 6.835
H 0.523 8.061 7.868
H -0.387 7.741 6.383
H 2.659 10.122 5.577
H 3.531 9.027 6.655
H 2.185 9.978 7.269
H 0.717 5.575 7.087
H 0.144 4.286 6.026
H -0.540 5.873 5.852
H 2.880 4.311 5.872
H 3.088 4.729 4.168
H 1.806 3.626 4.628
H -0.260 9.301 3.844
H 0.739 9.270 2.384
H 1.453 9.739 3.905
H -0.436 6.396 2.943
H 1.213 5.876 2.580
H 0.530 7.236 1.719
*
```


Record 5
Formula: C7H13N2
Source: the OMol25 dataset
Level of theory: ωB97M-V/def2-TZVPD

## Properties
Calculated total energy: -10436.803 eV
HOMO energy (spin up / spin down): -11.22 / -15.13 eV
ΔE to the lowest compared entry with this formula, charge and spin: 61.3 kcal/mol
Kohn-Sham gap (spin up / spin down): 8.83 / 6.50 eV
Maximum force: 9.441 eV/A

```
! RIJCOSX wB97M-V def2-TZVPD def2/J DEFGRID3
* xyz 1 3
C 3.101 1.855 4.225
C 1.737 0.692 2.359
C -1.841 -1.311 -2.323
C -0.315 -1.389 -2.411
C -2.124 0.026 -1.622
C 0.435 -0.888 -1.189
C -1.566 0.081 -0.179
N 2.340 1.202 3.237
N -0.144 -0.227 -0.235
H 3.959 2.117 3.678
H 3.224 1.047 4.923
H 0.558 0.173 0.498
H -2.139 -1.270 -3.323
H -2.229 -2.195 -1.931
H 0.085 -2.263 -2.834
H -0.171 -0.664 -3.304
H -1.810 0.891 -2.290
H -3.223 0.065 -1.659
H 2.672 2.693 4.680
H 1.369 -1.250 -0.965
H -1.656 1.170 0.256
H -2.262 -0.555 0.409
*
```


Record 6
Formula: C21H29N3O2
Source: the OMol25 dataset
Level of theory: ωB97M-V/def2-TZVPD

## Properties
Calculated total energy: -30813.939 eV
HOMO energy: -8.28 eV
ΔE to the lowest compared entry with this formula, charge and spin: 35.8 kcal/mol
Kohn-Sham gap: 9.13 eV
SMILES string: CCOC(=O)C1(Cc2ccccc2)CCN(Cc2nccn2CC)CC1
Maximum force: 0.598 eV/A

```
! RIJCOSX wB97M-V def2-TZVPD def2/J DEFGRID3
* xyz 0 1
C -1.763 -3.721 0.016
C -0.277 -4.015 -0.129
H 0.041 -4.795 0.566
H -0.046 -4.313 -1.157
O 0.512 -2.875 0.213
C 0.629 -1.919 -0.709
O 0.181 -2.007 -1.825
C 1.470 -0.744 -0.217
C 1.303 -0.510 1.284
C -0.134 -0.115 1.610
N -0.498 1.094 0.888
C -0.400 0.894 -0.547
C 1.026 0.526 -0.944
H 1.064 0.369 -2.023
H 1.695 1.344 -0.675
H -0.674 1.834 -1.037
H -1.089 0.109 -0.900
C -1.800 1.608 1.280
C -2.965 0.762 0.859
N -3.072 -0.523 1.098
C -4.237 -0.927 0.530
C -4.852 0.135 -0.059
N -4.040 1.218 0.154
C -4.324 2.545 -0.328
C -3.803 2.754 -1.748
H -2.723 2.631 -1.780
H -4.053 3.753 -2.093
H -4.248 2.028 -2.424
H -5.410 2.683 -0.310
H -3.879 3.277 0.351
H -5.777 0.220 -0.590
H -4.552 -1.949 0.585
H -1.798 1.699 2.372
H -1.896 2.610 0.853
H -0.218 0.099 2.679
H -0.819 -0.941 1.374
H 1.563 -1.409 1.842
H 1.970 0.300 1.584
C 2.926 -1.138 -0.582
C 3.935 -0.081 -0.238
C 4.275 0.901 -1.161
C 5.193 1.886 -0.840
C 5.787 1.901 0.410
C 5.465 0.921 1.332
C 4.548 -0.063 1.009
H 4.309 -0.831 1.731
H 5.933 0.920 2.307
H 6.503 2.670 0.662
H 5.446 2.642 -1.569
H 3.823 0.889 -2.142
H 2.960 -1.341 -1.655
H 3.167 -2.061 -0.049
H -2.334 -4.628 -0.159
H -2.064 -2.968 -0.709
H -1.979 -3.345 1.013
*
```


Record 7
Formula: CH2LiMgO
Source: the OMol25 dataset
Level of theory: ωB97M-V/def2-TZVPD

## Properties
Calculated total energy: -8755.560 eV
HOMO energy (spin up / spin down): -13.08 / -10.57 eV
ΔE to the lowest compared entry with this formula, charge and spin: 46.2 kcal/mol
Kohn-Sham gap (spin up / spin down): 8.32 / 4.35 eV
Maximum force: 1.762 eV/A

```
! RIJCOSX wB97M-V def2-TZVPD def2/J DEFGRID3
* xyz 1 1
C 0.035 0.690 -0.002
O -0.227 -0.339 0.696
H 1.070 0.695 -0.424
Mg -0.772 2.324 1.114
Li -0.294 -2.129 0.088
H 0.189 -1.241 -1.472
*
```


Question: Number 6 is which compound?
Answer: C21H29N3O2


Question: Among the records above, which one has the highest calculated total energy?
Answer: CH2LiMgO


Question: maximum force of number 6 (C21H29N3O2)?
Answer: 0.598 eV/A


Question: What is the formula in the fourth record?
Answer: C25H62Cl2N8O7P3